Entry 1:
The following is a DFT calculation (the ωB97M-V functional and the def2-TZVPD basis) of a single C3H2O2S2 molecule in a non-equilibrium geometry.

HOMO energy ... -8.92 eV
HOMO-LUMO gap ... 8.073 eV
Maximum force ... 2.91 eV/A
E_tot ... -1062.28876 Ha

ORCA input file:
```
! RIJCOSX wB97M-V def2-TZVPD def2/J DEFGRID3
* xyz 0 1
C 0.283 0.926 0.874
C -0.863 0.421 0.373
C -0.915 -0.477 -0.730
O -1.651 -1.061 -1.437
O 1.531 -1.909 -1.265
S 1.925 0.553 0.478
S 1.107 -0.522 -1.312
H 0.222 1.488 1.898
H -1.639 0.581 1.121
*
```

***

Entry 2:
The following is a DFT calculation (the ωB97M-V functional and the def2-TZVPD basis) of a molecular structure, C27H41B2Br45FN2O7P in a non-equilibrium geometry.

HOMO energy ... -7.80 eV
HOMO-LUMO gap ... 7.292 eV
Maximum force ... 5.41 eV/A
E_tot ... -118010.89590 Ha

ORCA input file:
```
! RIJCOSX wB97M-V def2-TZVPD def2/J DEFGRID3
* xyz 0 1
C -4.465 0.345 -1.226
C -2.898 0.764 -1.278
O -2.202 0.510 -0.021
B -2.016 1.752 0.723
O -3.150 2.666 0.691
P -0.341 2.165 1.647
C -1.405 2.779 3.114
N -0.645 3.179 4.336
C -1.140 2.526 5.582
C 0.570 1.497 0.077
C 2.108 1.889 -0.011
O 2.959 1.769 0.886
F 2.580 2.454 -1.264
C 0.487 0.774 2.656
C -0.662 -0.316 2.972
O -1.295 -0.323 4.056
O -0.964 -1.353 2.030
C -2.014 -2.193 2.536
C -1.679 -3.594 3.221
O -3.213 -1.822 2.432
B 0.393 3.914 1.314
O 0.211 4.449 -0.042
N 1.090 4.774 2.320
C 0.177 5.952 2.587
C 2.348 5.384 1.774
H -4.995 0.503 -2.233
H -4.949 0.940 -0.380
H -4.588 -0.771 -0.966
H -2.751 1.816 -1.695
H -2.428 0.044 -2.052
H -3.732 2.522 1.470
H -1.960 3.740 2.749
H -2.216 2.001 3.349
H 0.373 3.104 4.221
H -1.110 3.331 6.415
H -2.252 2.220 5.513
H -0.520 1.637 5.943
H 0.526 0.343 -0.031
H -0.014 1.891 -0.844
H 1.023 1.108 3.603
H 1.273 0.195 2.038
H -2.344 -4.383 2.738
H -0.583 -3.871 2.974
H -1.793 -3.580 4.357
H 1.080 4.501 -0.504
H 0.778 6.918 2.795
H -0.514 6.198 1.712
H -0.487 5.782 3.513
H 3.179 4.593 1.587
H 2.188 6.054 0.857
H 2.778 6.074 2.598
C -1.381 -1.658 -5.079
Br 0.010 -3.004 -5.231
Br -2.935 -2.333 -4.139
Br -0.714 -0.021 -4.284
H -1.701 -1.415 -6.091
C -0.852 -4.546 -1.504
Br -1.007 -2.701 -0.928
Br -0.377 -5.723 -0.037
Br -2.450 -5.150 -2.423
H -0.036 -4.588 -2.224
C 5.973 3.431 3.710
Br 4.188 2.851 4.206
Br 5.926 4.878 2.421
Br 7.041 3.880 5.264
H 6.458 2.587 3.224
C -1.914 -8.938 -3.614
Br -1.032 -10.402 -2.695
Br -1.050 -8.519 -5.301
Br -3.814 -9.266 -3.836
H -1.815 -8.058 -2.979
C 4.477 0.537 8.061
Br 6.035 0.755 6.925
Br 4.158 2.107 9.153
Br 2.905 0.037 7.039
H 4.691 -0.286 8.740
C 0.495 -6.056 -8.002
Br 1.375 -7.522 -7.081
Br 1.357 -5.640 -9.689
Br -1.405 -6.380 -8.227
H 0.595 -5.176 -7.368
C 3.671 0.464 -4.604
Br 3.659 2.257 -3.868
Br 3.146 -0.858 -3.285
Br 2.601 0.344 -6.218
H 4.699 0.240 -4.887
C 0.518 -7.939 -13.371
Br -1.270 -7.265 -13.035
Br 1.822 -6.507 -13.456
Br 1.028 -9.302 -12.089
H 0.500 -8.413 -14.351
C -4.347 5.935 2.291
Br -6.146 6.572 2.637
Br -3.075 7.395 2.192
Br -3.802 4.583 3.574
H -4.360 5.457 1.312
C -4.891 2.501 8.066
Br -3.970 0.929 7.404
Br -4.762 3.993 6.830
Br -6.734 2.112 8.533
H -4.388 2.803 8.983
C 1.787 5.834 -5.230
Br 1.911 6.139 -3.318
Br 0.640 4.327 -5.645
Br 1.247 7.435 -6.182
H 2.787 5.578 -5.577
C -6.284 -2.949 -6.105
Br -4.731 -2.714 -7.242
Br -6.618 -1.386 -5.007
Br -7.852 -3.463 -7.124
H -6.061 -3.772 -5.427
C 5.932 -7.628 -7.772
Br 5.925 -5.831 -7.040
Br 5.402 -8.947 -6.452
Br 4.861 -7.752 -9.384
H 6.959 -7.853 -8.053
C -5.252 0.047 11.543
Br -3.843 -1.277 11.388
Br -6.786 -0.641 12.508
Br -4.600 1.705 12.313
H -5.587 0.276 10.532
C 10.545 2.202 3.072
Br 10.414 4.051 3.642
Br 11.007 1.025 4.543
Br 8.939 1.614 2.156
H 11.360 2.147 2.352
*
```

***

Entry 3:
The following is a DFT calculation (the ωB97M-V functional and the def2-TZVPD basis) of a single C5H5NO2 molecule in a non-equilibrium geometry.

HOMO energy ... -9.43 eV
HOMO-LUMO gap ... 10.026 eV
Maximum force ... 3.51 eV/A
E_tot ... -398.62293 Ha

ORCA input file:
```
! RIJCOSX wB97M-V def2-TZVPD def2/J DEFGRID3
* xyz 0 1
C -1.864 -0.828 -0.300
C -0.008 -0.142 0.761
C 1.720 0.325 -0.727
C 0.453 -0.439 -0.658
C -0.591 -0.936 -1.262
H -2.451 -1.826 -0.150
H -2.654 -0.038 -0.690
H 0.584 -0.829 1.498
H 2.504 0.430 -1.382
H -0.696 -1.334 -2.236
N 1.622 1.255 0.144
O -1.382 -0.301 0.904
O 0.520 1.167 0.980
*
```

***

Entry 4:
The following is a DFT calculation (the ωB97M-V functional and the def2-TZVPD basis) of a molecular structure, C49H36N3O8S3Ta.

HOMO energy ... -13.00 eV
HOMO-LUMO gap ... 6.725 eV
Maximum force ... 0.94 eV/A
E_tot ... -3906.15398 Ha

ORCA input file:
```
! RIJCOSX wB97M-V def2-TZVPD def2/J DEFGRID3
* xyz 2 1
Ta 1.015 0.435 -1.471
C 0.293 7.408 -0.238
C -0.288 6.026 -0.250
C -0.143 5.182 0.856
C -0.675 3.909 0.863
C -1.359 3.472 -0.269
C -1.531 4.294 -1.378
C -0.990 5.568 -1.361
S -1.926 1.827 -0.434
O -0.591 1.037 -0.424
C -2.559 1.543 1.193
C -3.611 2.472 1.418
C -4.075 2.691 2.674
C -3.440 2.068 3.774
C -3.824 2.391 5.099
C -3.190 1.826 6.163
C -2.138 0.911 5.943
C -1.775 0.554 4.678
C -2.420 1.120 3.542
C -2.037 0.749 2.190
C -1.375 -0.629 2.195
C -2.294 -1.611 2.691
C -3.703 -1.448 2.522
C -4.573 -2.389 2.977
C -4.105 -3.530 3.675
C -2.773 -3.706 3.876
C -1.839 -2.760 3.380
C -0.458 -2.908 3.613
C 0.427 -2.081 2.990
C -0.019 -0.992 2.194
S 1.129 -0.567 0.935
O 1.689 0.850 0.812
C 2.489 -1.676 1.093
C 2.348 -3.021 0.783
C 3.475 -3.820 0.812
C 4.731 -3.295 1.126
C 5.951 -4.166 1.165
C 4.837 -1.936 1.409
C 3.723 -1.113 1.393
H 0.875 7.588 0.662
H -0.502 8.153 -0.288
H 0.940 7.561 -1.102
H 0.402 5.534 1.721
H -0.544 3.263 1.720
H -2.083 3.948 -2.243
H -1.113 6.213 -2.220
H -4.024 3.026 0.584
H -4.894 3.376 2.846
H -4.624 3.104 5.246
H -3.482 2.079 7.172
H -1.612 0.490 6.789
H -0.961 -0.145 4.549
H -4.084 -0.584 1.996
H -5.633 -2.264 2.808
H -4.814 -4.254 4.051
H -2.402 -4.567 4.416
H -0.100 -3.706 4.248
H 1.487 -2.262 3.084
H 1.384 -3.447 0.537
H 3.381 -4.873 0.583
H 5.752 -5.164 0.781
H 6.312 -4.264 2.190
H 6.757 -3.726 0.577
H 5.805 -1.510 1.640
H 3.814 -0.055 1.596
O 4.784 1.398 -0.810
C 3.682 1.406 -1.227
O 2.938 0.264 -1.492
C 2.818 2.675 -1.492
O 3.220 3.784 -1.517
O 1.508 2.309 -1.635
O -0.784 -0.364 -2.439
N -0.852 -1.602 -2.775
N 0.197 -2.224 -2.481
O 1.197 -1.561 -1.920
C 0.372 -3.638 -2.719
C -0.751 -4.424 -2.923
C -0.558 -5.772 -3.174
C 0.725 -6.306 -3.208
C 1.827 -5.492 -2.989
C 1.662 -4.137 -2.739
H -1.743 -4.000 -2.896
H -1.417 -6.406 -3.342
H 0.863 -7.359 -3.406
H 2.824 -5.908 -3.021
H 2.510 -3.492 -2.561
S 2.383 0.221 -5.987
C 2.296 0.002 -4.309
N 1.308 0.604 -3.699
C 0.522 1.323 -4.603
C -0.599 2.095 -4.303
C -1.236 2.747 -5.332
C -0.776 2.642 -6.656
C 0.331 1.885 -6.964
C 0.977 1.225 -5.916
H 3.019 -0.599 -3.779
H -0.963 2.183 -3.289
H -2.109 3.350 -5.126
H -1.299 3.165 -7.443
H 0.689 1.807 -7.980
*
```